{
  "formula": "C7H14N3",
  "method": "ωB97M-V with the def2-TZVPD basis set",
  "energy_ha": -439.044056,
  "charge": 1,
  "e_homo_ha": [-0.4840, -0.4840],
  "max_force_ha_per_bohr": 0.0878,
  "de_lowest_kcal_mol": 90.4,
  "gap_ev": [8.21, 8.21],
  "elements": ["C", "C", "C", "C", "C", "C", "C", "N", "N", "N", "H", "H", "H", "H", "H", "H", "H", "H", "H", "H", "H", "H", "H", "H"],
  "xyz": [[3.8455, -1.1454, -0.1375], [3.8349, -0.0494, 0.8492], [2.6361, -1.0416, -0.7571], [-0.1587, 0.0905, -1.3997], [0.5785, 2.0363, -0.0466], [-2.9083, -0.3666, 1.0103], [0.8405, 0.7056, -0.6397], [2.7826, 0.6925, 0.6849], [1.9514, 0.0921, -0.2686], [-1.6405, -1.0176, 0.6229], [4.5546, -1.9312, -0.1956], [4.6516, 0.2358, 1.4917], [2.3935, -1.7225, -1.4568], [0.2651, -0.6669, -2.1199], [-0.7231, 0.8732, -2.1026], [-1.0478, -0.3296, -0.6767], [1.4515, 2.6191, -0.1235], [0.3556, 2.2929, 1.0967], [-0.1607, 2.6031, -0.6684], [-2.7609, 0.4769, 1.6619], [-3.3675, 0.0568, 0.0881], [-3.6825, -1.0316, 1.4775], [-0.8374, -0.6856, 1.1310], [-1.6543, -2.0358, 0.6492]]
}

{
  "formula": "C40H39BBrFeN9O3PSe2",
  "method": "ωB97M-V with the def2-TZVPD basis set",
  "energy_ha": -11273.136558,
  "e_homo_ha": [-0.2994, -0.2939],
  "spin_multiplicity": 6,
  "max_force_ha_per_bohr": 0.0378,
  "de_lowest_kcal_mol": 68.7,
  "gap_ev": [8.02, 5.75],
  "elements": ["Fe", "C", "C", "C", "C", "N", "N", "B", "N", "C", "C", "C", "C", "N", "N", "C", "C", "C", "C", "N", "N", "C", "C", "C", "C", "N", "H", "H", "H", "H", "H", "H", "H", "H", "H", "H", "H", "H", "H", "H", "H", "H", "H", "H", "H", "H", "Se", "P", "Se", "C", "C", "C", "C", "C", "C", "C", "C", "C", "C", "C", "C", "H", "H", "H", "H", "H", "H", "H", "H", "H", "H", "Br", "C", "C", "C", "C", "C", "C", "C", "O", "O", "H", "H", "H", "H", "O", "N", "C", "C", "C", "C", "C", "H", "H", "H", "H", "H"],
  "xyz": [[0.0756, 0.2035, 0.2570], [-0.0213, 3.4589, 1.9114], [-1.3691, 2.9317, 1.5599], [-2.5888, 3.6189, 1.5064], [-3.5126, 2.6632, 1.1460], [-2.8816, 1.4864, 1.0132], [-1.5686, 1.6533, 1.2560], [-3.4049, 0.1323, 0.4841], [-2.7763, -0.9766, 1.3555], [-3.4264, -1.8990, 2.0858], [-2.4969, -2.6913, 2.7200], [-1.2596, -2.1794, 2.3142], [0.1026, -2.6557, 2.6727], [-1.4565, -1.1473, 1.5000], [-2.9412, 0.0508, -0.9844], [-3.6844, 0.1380, -2.0999], [-2.8384, 0.2032, -3.1840], [-1.5518, 0.1609, -2.6374], [-0.2476, 0.2619, -3.3399], [-1.6430, 0.0658, -1.3147], [-4.9041, -0.0789, 0.5220], [-5.9327, 0.4050, 1.2551], [-7.0481, -0.3472, 0.9723], [-6.6035, -1.3120, 0.0511], [-7.3483, -2.4235, -0.5987], [-5.3226, -1.1331, -0.1987], [0.0295, 3.7307, 2.9663], [0.7345, 2.7063, 1.6933], [0.2009, 4.3471, 1.3225], [-2.7604, 4.6597, 1.6931], [-4.5645, 2.7561, 0.9717], [-4.4943, -1.9500, 2.1241], [-2.6773, -3.5320, 3.3614], [0.1971, -3.7150, 2.4441], [0.8383, -2.0979, 2.0965], [0.3024, -2.5141, 3.7344], [-4.7532, 0.1369, -2.0715], [-3.1055, 0.2704, -4.2192], [-0.2838, -0.2516, -4.2978], [0.0031, 1.3095, -3.5032], [0.5413, -0.1687, -2.7228], [-5.8169, 1.2305, 1.9284], [-8.0375, -0.2205, 1.3613], [-8.4211, -2.2797, -0.5185], [-7.0661, -2.4841, -1.6466], [-7.0857, -3.3714, -0.1312], [2.7920, -0.1578, -0.3659], [2.2917, -2.1686, -1.0873], [0.1598, -2.5228, -0.9494], [3.2014, -3.4330, -0.1180], [4.5231, -3.2026, 0.2437], [5.1725, -4.1054, 1.0665], [4.5012, -5.2180, 1.5509], [3.1761, -5.4322, 1.2053], [2.5261, -4.5431, 0.3682], [2.8837, -2.2473, -2.8200], [2.0415, -2.7092, -3.8196], [2.4308, -2.6096, -5.1438], [3.6573, -2.0511, -5.4661], [4.5052, -1.6067, -4.4634], [4.1172, -1.6906, -3.1393], [5.0274, -2.3060, -0.0927], [6.1992, -3.9282, 1.3521], [5.0060, -5.9051, 2.2161], [2.6414, -6.2822, 1.6033], [1.4864, -4.6886, 0.1005], [1.0770, -3.1229, -3.5488], [1.7692, -2.9552, -5.9243], [3.9466, -1.9410, -6.5009], [5.4629, -1.1742, -4.7143], [4.7516, -1.2945, -2.3566], [1.2824, 7.9399, -4.1099], [1.4207, 6.3172, -3.1276], [0.2906, 5.5299, -2.9746], [0.3905, 4.3616, -2.2433], [1.6070, 3.9878, -1.6830], [2.7309, 4.7886, -1.8540], [2.6426, 5.9620, -2.5799], [1.6865, 2.7135, -0.8734], [2.7568, 2.4342, -0.3198], [0.6257, 2.0335, -0.8217], [-0.6512, 5.8279, -3.4142], [-0.4686, 3.7249, -2.0858], [3.6663, 4.4835, -1.4084], [3.5039, 6.5990, -2.7178], [1.3817, 0.1432, 2.1634], [1.7605, 0.5490, 3.3129], [3.0800, 0.6412, 3.5840], [3.5207, 1.0594, 4.8167], [2.6057, 1.3892, 5.8077], [1.2538, 1.2869, 5.5079], [0.8531, 0.8622, 4.2603], [3.7396, 0.3726, 2.7705], [4.5796, 1.1308, 4.9958], [2.9358, 1.7128, 6.7813], [0.5088, 1.5417, 6.2450], [-0.1814, 0.7517, 3.9601]]
}

{
  "formula": "C3H3ClOS",
  "method": "ωB97M-V with the def2-TZVPD basis set",
  "energy_ha": -1049.487437,
  "e_homo_ha": [-0.3628, -0.3825],
  "max_force_ha_per_bohr": 0.0369,
  "de_lowest_kcal_mol": 142.4,
  "gap_ev": [6.32, 7.26],
  "elements": ["C", "C", "C", "O", "S", "Cl", "H", "H", "H"],
  "xyz": [[0.9900, -0.5650, 0.5117], [0.3545, 0.1867, -0.6267], [-0.3821, -0.0224, 0.6062], [-1.3419, 2.3055, -0.3998], [-0.1998, 1.7407, 0.2693], [-2.5262, -1.8429, -0.1790], [1.0711, -1.6338, 0.3838], [1.7876, -0.1211, 1.0966], [0.2469, -0.0477, -1.6621]]
}